Record 1
103
Properties=species:S:1:pos:R:3:mulliken_charge:R:1 method="wB97M-V/def2-TZVPD" e_tot_ha=-8144.88753 multiplicity=1 mol_weight_g_mol=1261.39
Ba -13.114 -21.540 7.285 0.25
O -11.391 -22.490 8.910 -0.58
H -11.586 -23.005 9.674 -0.13
O -12.877 -18.999 6.891 0.56
H -12.587 -18.638 7.715 -0.64
C -11.459 -17.444 10.917 -0.61
C -11.428 -15.918 10.952 0.49
C -11.871 -15.191 12.197 -0.34
O -10.730 -14.345 12.500 -0.39
C -9.769 -14.460 11.544 0.58
O -8.830 -13.748 11.591 -0.53
O -10.177 -15.384 10.637 -0.30
H -11.150 -17.911 9.959 -0.01
H -12.467 -17.830 11.135 0.01
H -10.793 -17.791 11.723 0.29
H -12.052 -15.567 10.143 0.24
H -12.079 -15.806 13.047 0.24
H -12.695 -14.481 12.050 0.26
C -17.389 -20.817 2.981 -1.53
C -17.663 -19.901 4.109 0.47
C -19.039 -20.093 4.797 -0.52
O -18.731 -20.895 5.925 -0.38
C -17.388 -20.892 6.095 -0.35
O -16.863 -21.500 7.014 0.16
O -16.743 -20.196 5.175 0.32
H -16.404 -20.618 2.605 0.34
H -18.074 -20.675 2.141 0.43
H -17.280 -21.869 3.263 0.36
H -17.571 -18.848 3.826 0.31
H -19.708 -20.671 4.162 0.32
H -19.486 -19.122 4.996 0.25
C -18.340 -20.837 9.954 -0.97
C -17.796 -22.259 10.002 0.30
C -18.269 -23.199 8.963 -0.28
O -17.097 -24.008 8.711 -0.40
C -16.014 -23.281 9.069 0.34
O -14.884 -23.488 8.701 -0.51
O -16.369 -22.256 9.831 -0.06
H -17.663 -20.068 10.369 0.02
H -19.279 -20.781 10.456 0.50
H -18.593 -20.414 8.935 0.02
H -18.033 -22.701 10.935 0.54
H -18.448 -22.687 8.035 -0.05
H -19.121 -23.745 9.247 0.48
C -8.190 -24.516 6.308 -1.21
C -8.259 -23.279 5.472 0.37
C -8.733 -23.475 4.025 -0.51
O -9.896 -22.597 3.871 -0.34
C -10.200 -22.159 5.080 0.11
O -11.256 -21.557 5.216 0.06
O -9.410 -22.537 6.008 -0.15
H -9.100 -25.085 6.210 0.22
H -7.836 -24.377 7.322 0.24
H -7.350 -25.055 5.874 0.45
H -7.414 -22.606 5.543 0.34
H -9.017 -24.539 3.821 0.27
H -7.989 -23.196 3.298 0.33
C -12.265 -20.120 13.772 -0.99
C -13.467 -20.784 13.035 0.31
C -14.590 -19.791 12.896 -0.59
O -14.871 -19.818 11.475 -0.32
C -13.944 -20.512 10.813 -0.26
O -13.916 -20.637 9.650 0.70
O -13.054 -21.063 11.680 -0.31
H -12.129 -19.127 13.338 -0.03
H -11.356 -20.720 13.701 0.32
H -12.574 -20.006 14.808 0.41
H -13.697 -21.678 13.618 0.30
H -14.202 -18.825 13.116 0.28
H -15.453 -20.000 13.512 0.41
C -14.397 -27.342 7.714 -1.52
C -13.382 -26.886 6.711 0.61
C -13.784 -27.141 5.276 -0.49
O -13.740 -25.867 4.653 -0.36
C -13.422 -24.970 5.542 0.63
O -13.368 -23.778 5.353 -0.31
O -13.156 -25.477 6.733 -0.35
H -14.409 -28.442 7.725 0.40
H -15.388 -26.955 7.465 0.34
H -14.230 -27.065 8.729 0.35
H -12.444 -27.383 6.931 0.20
H -14.729 -27.625 5.224 0.33
H -13.051 -27.763 4.749 0.31
C -15.635 -17.624 7.616 1.26
Cl -14.656 -16.229 7.153 -0.12
Cl -17.328 -17.477 6.998 -0.18
Cl -15.722 -17.776 9.352 -0.07
H -15.038 -18.382 7.165 -0.83
C -9.026 -20.931 9.505 1.23
Cl -8.884 -20.153 11.093 -0.17
Cl -7.644 -22.005 9.210 -0.21
Cl -9.050 -19.611 8.339 -0.13
H -9.947 -21.549 9.336 -0.67
C -13.408 -19.352 4.041 1.49
Cl -12.275 -19.155 2.648 -0.13
Cl -14.156 -20.943 3.950 -0.06
Cl -14.621 -18.023 4.008 -0.15
H -12.858 -19.268 4.964 -1.20
C -10.989 -16.898 5.553 1.17
Cl -11.065 -15.662 4.245 -0.16
Cl -10.658 -16.141 7.147 -0.09
Cl -9.735 -18.052 5.090 -0.13
H -11.837 -17.540 5.618 -0.89

Record 2
87
Properties=species:S:1:pos:R:3:mulliken_charge:R:1 method="wB97M-V/def2-TZVPD" charge=+1 e_above_lowest_ev=2.618 multiplicity=1 mol_weight_g_mol=727.62
C 3.566 -2.356 1.329 -1.22
C 2.590 -2.689 0.117 0.05
C 1.677 -3.900 0.538 -0.82
C 0.948 -4.472 -0.733 -0.72
C 0.126 -3.304 -1.435 -0.13
C -1.101 -3.920 -2.216 -1.14
C -2.294 -2.854 -2.300 0.92
C -3.618 -3.668 -2.160 -1.00
N -4.890 -2.862 -2.235 0.13
C -5.913 -3.669 -1.479 -1.08
C -7.370 -3.140 -1.642 0.92
C -8.315 -4.207 -0.937 -1.26
F -7.717 -3.127 -2.993 -0.37
C -4.766 -1.588 -1.638 -0.55
N -4.462 -0.523 -2.331 -0.05
Br -4.145 -0.555 -4.185 0.12
N -5.039 -1.400 -0.230 0.59
C -6.023 -0.324 0.031 -1.31
O -5.439 0.956 0.252 -0.28
C -6.142 1.988 -0.469 -0.19
C -7.652 2.127 -0.045 -1.11
S -3.619 -1.285 0.742 1.29
C -2.448 0.023 0.239 -0.89
O -2.995 -2.633 0.855 -0.55
O -4.096 -0.908 2.106 -0.69
H 4.300 -1.608 0.948 0.27
H 2.983 -1.984 2.201 0.31
H 4.115 -3.293 1.578 0.40
H 1.999 -1.762 -0.080 0.01
H 3.169 -2.996 -0.789 0.29
H 2.246 -4.725 1.033 0.43
H 0.947 -3.523 1.302 0.25
H 1.643 -4.884 -1.497 0.29
H 0.192 -5.213 -0.367 0.38
H -0.209 -2.621 -0.612 0.16
H 0.750 -2.734 -2.170 0.30
H -0.801 -4.149 -3.273 0.32
H -1.444 -4.881 -1.751 0.45
H -2.167 -2.348 -3.285 0.31
H -2.104 -2.134 -1.474 -0.78
H -3.648 -4.372 -3.036 0.38
H -3.628 -4.317 -1.251 0.46
H -5.890 -4.679 -1.970 0.73
H -5.615 -3.849 -0.416 0.47
H -7.566 -2.168 -1.132 -0.19
H -8.879 -3.758 -0.084 0.36
H -8.983 -4.713 -1.673 0.33
H -7.667 -5.022 -0.516 0.34
H -4.384 0.407 -1.910 0.37
H -6.650 -0.236 -0.902 0.78
H -6.730 -0.555 0.857 0.25
H -5.653 2.959 -0.202 0.41
H -6.037 1.882 -1.585 0.25
H -7.777 1.943 1.048 0.30
H -8.092 3.098 -0.370 0.39
H -8.225 1.332 -0.587 0.28
H -2.929 0.988 -0.038 0.27
H -1.736 -0.276 -0.567 0.32
H -1.822 0.224 1.148 0.46
C 5.560 1.410 -2.043 -0.99
C 6.292 2.496 -1.779 0.33
C 5.934 3.425 -0.668 0.96
O 6.639 4.393 -0.450 -0.69
C 4.735 3.132 0.116 -0.89
C 4.003 2.048 -0.151 0.46
C 4.375 1.104 -1.244 0.95
O 3.686 0.119 -1.439 -0.54
O 2.892 1.753 0.555 -0.61
O 7.386 2.801 -2.502 -0.57
H 5.810 0.727 -2.844 0.44
H 4.477 3.822 0.908 0.41
H 2.555 0.927 0.168 0.27
H 7.734 3.624 -2.114 0.34
C 8.687 7.190 3.141 -0.86
C 8.010 6.195 2.560 0.47
C 7.360 5.118 3.365 0.99
O 6.736 4.240 2.798 -0.54
C 7.509 5.165 4.820 -1.02
C 8.188 6.157 5.400 0.35
C 8.815 7.248 4.597 0.98
O 9.409 8.142 5.169 -0.60
O 8.341 6.221 6.736 -0.56
O 7.880 6.117 1.223 -0.55
H 9.160 7.976 2.569 0.43
H 7.049 4.370 5.392 0.42
H 8.865 7.026 6.899 0.35
H 7.348 5.310 1.057 0.23